(1)
The following is a quantum chemistry calculation of the molecule C9H14N4O3 in a non-equilibrium geometry, from the Open Molecules 2025 dataset.

Properties
lowest unoccupied orbital energy: 0.0083 Eh
SMILES: C[C@H](N)C(=O)N[C@@H](Cc1c[nH]cn1)C(=O)O
2S+1: 1
HOMO level: -8.62 eV
total energy: -796.04219 a.u.
energy relative to the best compared isomer or geometry (same formula, charge and spin): 317.4 kJ/mol

Last column: natural (NBO) charge in e.
Element x y z (Å)
1 C -2.83 -0.81 0.85  -0.1751
2 C -2.63 -0.57 -0.63  0.6902
3 C -2.95 0.38 1.71  -0.5842
4 C -0.17 0.10 -0.45  -0.1519
5 C -0.22 1.67 -0.19  0.7804
6 C 1.09 -0.26 -1.38  -0.4261
7 C 2.30 -0.37 -0.52  0.0965
8 C 3.31 -1.28 -0.71  -0.0967
9 C 3.59 0.04 1.10  0.2172
10 H -1.66 -2.52 0.79  0.3837
11 H -1.23 -1.31 2.13  0.3634
12 H -3.93 -1.04 0.65  0.2091
13 H -3.55 0.30 2.60  0.2242
14 H -1.87 0.66 1.90  0.1750
15 H -3.44 1.09 1.12  0.2302
16 H -1.42 0.15 -2.03  0.4009
17 H 0.12 -0.44 0.43  0.2174
18 H 1.04 -1.21 -1.89  0.2336
19 H 1.11 0.60 -2.02  0.2219
20 H 3.58 -2.09 -1.53  0.2553
21 H 4.21 0.58 1.89  0.2097
22 H 5.06 -1.33 0.61  0.4203
23 H 1.50 1.69 0.80  0.5173
24 N -2.02 -1.76 1.42  -0.8338
25 N -1.34 -0.39 -1.13  -0.6434
26 N 2.56 0.51 0.57  -0.5271
27 N 4.07 -0.99 0.40  -0.5299
28 O -3.58 -0.72 -1.35  -0.5874
29 O -1.19 2.24 -0.58  -0.5854
30 O 0.85 2.23 0.32  -0.7056


(2)
The following is a quantum chemistry calculation of the molecule C5H6O, from the Open Molecules 2025 dataset.

Properties
lowest unoccupied orbital energy: -0.0155 Eh
2S+1: 1
HOMO level: -9.18 eV
total energy: -269.14413 a.u.
energy relative to the best compared isomer or geometry (same formula, charge and spin): 530.6 kJ/mol

Last column: natural (NBO) charge in e.
Element x y z (Å)
1 C 1.57 0.15 -0.25  -0.6176
2 C 1.17 -0.99 0.61  0.2229
3 C 0.56 0.38 0.81  -0.4515
4 C -0.88 0.40 0.36  0.0687
5 O -1.12 0.65 -1.01  -0.4814
6 C -1.36 -0.66 -0.53  -0.1173
7 H 1.25 0.19 -1.29  0.2713
8 H 2.60 0.47 -0.09  0.2662
9 H -0.63 -1.41 -0.84  0.1901
10 H 0.81 0.93 1.72  0.2494
11 H -1.58 0.90 1.03  0.2045
12 H -2.39 -1.00 -0.52  0.1947


Question: The highest energy relative to the best compared isomer or geometry (same formula, charge and spin) belongs to which entry?
Answer: C5H6O